Here is a molecular structure, C16H18BBr2Cl32NO7SSi in a non-equilibrium geometry from the Open Molecules 2025 dataset. Energies are from ωB97M-V/def2-TZVPD.

Structure (ORCA input):
```
! RIJCOSX wB97M-V def2-TZVPD def2/J DEFGRID3
* xyz 0 1
C 4.953 0.996 0.874
O 4.032 1.568 -0.083
B 4.160 1.084 -1.350
O 5.436 1.000 -1.860
Si 2.608 0.526 -2.516
C 0.971 1.317 -2.039
C 0.422 0.887 -0.657
C -0.864 0.060 -0.795
S -2.365 1.002 -0.923
O -3.433 0.050 -0.959
O -2.446 2.007 0.072
O -2.301 1.678 -2.372
C 3.046 1.231 -4.263
O 1.879 1.846 -4.847
N 2.023 3.234 -4.879
O 0.984 3.761 -4.821
C 2.491 -1.371 -2.742
Br 1.362 -1.646 -4.339
C 1.851 -2.173 -1.615
C 1.884 -3.672 -1.926
Br 2.789 -1.943 0.080
H 5.765 1.687 1.084
H 5.382 0.072 0.498
H 4.386 0.808 1.777
H 5.428 0.756 -2.796
H 1.145 2.392 -2.022
H 0.252 1.133 -2.832
H 0.150 1.794 -0.118
H 1.151 0.372 -0.040
H -0.796 -0.506 -1.728
H -0.974 -0.684 -0.015
H -1.963 0.987 -2.968
H 3.861 1.954 -4.217
H 3.364 0.424 -4.923
H 3.469 -1.798 -2.949
H 0.808 -1.924 -1.456
H 2.892 -4.012 -2.146
H 1.183 -3.919 -2.716
H 1.542 -4.205 -1.041
C -2.488 -2.998 2.478
Cl -0.781 -3.399 2.225
Cl -2.739 -2.560 4.172
Cl -2.929 -1.642 1.448
Cl -3.493 -4.391 2.066
C 1.820 1.547 4.485
Cl 2.063 0.471 3.102
Cl 2.930 1.090 5.781
Cl 2.140 3.212 3.992
Cl 0.158 1.406 5.058
C 5.487 5.974 -4.562
Cl 7.111 5.274 -4.624
Cl 5.132 6.486 -2.910
Cl 5.406 7.370 -5.642
Cl 4.298 4.764 -5.061
C -6.204 -2.655 -1.937
Cl -5.998 -3.673 -3.372
Cl -5.078 -3.168 -0.680
Cl -5.881 -0.973 -2.350
Cl -7.859 -2.816 -1.338
C -0.564 -4.513 7.767
Cl -1.416 -3.913 6.337
Cl -1.556 -4.238 9.204
Cl -0.256 -6.244 7.587
Cl 0.971 -3.656 7.939
C -4.860 2.352 3.441
Cl -5.303 3.805 2.543
Cl -4.955 0.947 2.384
Cl -3.203 2.507 4.039
Cl -5.956 2.147 4.813
C -5.596 3.347 8.873
Cl -4.699 4.415 7.791
Cl -7.073 2.804 8.069
Cl -4.599 1.946 9.276
Cl -6.017 4.217 10.351
C -0.909 -4.404 -6.435
Cl -0.790 -5.311 -7.944
Cl 0.138 -5.149 -5.222
Cl -0.403 -2.732 -6.718
Cl -2.577 -4.418 -5.861
*
```

LUMO: -0.12 eV
E_tot: -592895.071 eV
Maximum force: 1.46 eV Å⁻¹
Molar mass: 1701.59 g/mol


Here is a molecular structure, C16H18BClF2N4O6Pb from the Open Molecules 2025 dataset. Energies are from ωB97M-V/def2-TZVPD.

Structure (ORCA input):
```
! RIJCOSX wB97M-V def2-TZVPD def2/J DEFGRID3
* xyz 0 1
Pb -0.993 -0.999 0.709
O -3.717 -2.937 5.964
C -2.824 -2.014 6.256
O -2.624 -1.619 7.380
C -2.016 -1.450 5.129
C -1.016 -0.528 5.335
N -0.471 -0.258 4.139
N -1.072 -0.941 3.156
C -2.017 -1.666 3.733
C -2.933 -2.463 2.835
O -3.723 -3.243 3.375
O -2.818 -2.236 1.596
H -3.766 -3.116 4.973
H -0.682 -0.070 6.250
H 0.215 0.440 3.910
N 3.341 1.339 -0.712
C 3.679 0.069 -0.068
C 2.395 -0.605 0.383
N 1.549 0.247 1.240
C 1.405 1.617 0.715
C 2.721 2.231 0.271
H 2.288 1.090 -2.243
H 4.181 1.767 -1.083
H 4.352 0.224 0.788
H 4.189 -0.575 -0.787
H 2.622 -1.520 0.930
H 1.809 -0.876 -0.496
H 1.975 0.281 2.162
H 0.920 2.238 1.468
H 0.741 1.565 -0.151
H 3.380 2.380 1.139
H 2.535 3.204 -0.185
F -2.874 1.831 0.232
B -1.997 1.205 1.006
F -1.573 1.938 2.057
Cl -2.309 -0.081 -8.182
C -1.442 0.076 -6.690
C -1.864 -0.642 -5.581
C -1.171 -0.508 -4.392
C -0.060 0.325 -4.318
C 0.353 1.035 -5.440
C -0.343 0.918 -6.631
C 0.656 0.440 -3.023
O 1.839 1.039 -3.127
O 0.197 0.032 -1.972
H -2.726 -1.290 -5.654
H -1.486 -1.045 -3.507
H 1.217 1.681 -5.379
H -0.041 1.471 -7.509
*
```

LUMO: -0.14 eV
E_tot: -59015.864 eV
Maximum force: 0.32 eV Å⁻¹
ΔE to the lowest compared entry with this formula, charge and spin: 4.55 kJ/mol
Molar mass: 653.80 g/mol


Here is a molecular structure, C16H18CdCl3N7Si from the Open Molecules 2025 dataset. Energies are from ωB97M-V/def2-TZVPD.

Structure (ORCA input):
```
! RIJCOSX wB97M-V def2-TZVPD def2/J DEFGRID3
* xyz 0 1
Cd -1.445 -1.007 -0.165
C -0.500 -1.102 3.050
C 0.239 -2.087 2.402
C -0.403 -3.176 1.822
C -1.788 -3.290 1.909
C -2.525 -2.302 2.552
C -1.883 -1.205 3.117
H -0.001 -0.256 3.504
H 1.320 -2.017 2.366
H 0.169 -3.943 1.314
H -2.287 -4.138 1.461
H -3.603 -2.382 2.605
H -2.460 -0.429 3.600
Cl -0.797 -2.454 -3.590
Si -2.005 -2.710 -1.920
Cl -3.938 -2.558 -2.605
Cl -1.734 -4.694 -1.387
C 0.382 0.953 -1.728
N 1.602 1.616 -2.128
C 2.088 2.432 -1.009
N 2.354 1.603 0.171
C 1.127 0.945 0.563
N 0.593 0.073 -0.531
C 1.661 -0.910 -0.888
N 2.889 -0.257 -1.285
C 2.608 0.600 -2.442
C 3.347 0.591 -0.181
H 0.018 0.326 -2.547
H -0.378 1.695 -1.474
H 1.347 3.191 -0.754
H 3.012 2.927 -1.310
H 0.372 1.693 0.809
H 1.310 0.317 1.436
H 1.291 -1.532 -1.705
H 1.846 -1.541 -0.015
H 2.250 -0.020 -3.266
H 3.530 1.095 -2.748
H 4.272 1.087 -0.475
H 3.548 -0.037 0.691
N -2.380 0.816 0.609
C -2.483 1.951 0.357
C -2.538 3.301 0.125
C -1.343 4.018 0.367
N -0.333 4.532 0.587
C -3.700 3.902 -0.413
N -4.652 4.381 -0.849
*
```

LUMO: 0.00 eV
E_tot: -77327.334 eV
Maximum force: 0.22 eV Å⁻¹
ΔE to the lowest compared entry with this formula, charge and spin: 7.01 kJ/mol
Molar mass: 555.23 g/mol


Here is a molecular structure, C16H18Cl12FIInN2O8S2 in a non-equilibrium geometry from the Open Molecules 2025 dataset. Energies are from ωB97M-V/def2-TZVPD.

Structure (ORCA input):
```
! RIJCOSX wB97M-V def2-TZVPD def2/J DEFGRID3
* xyz -1 1
C -1.009 -4.671 -2.588
C 0.547 -4.215 -2.197
C 0.991 -3.159 -3.416
O 0.083 -2.001 -3.337
C 0.693 -0.861 -2.632
O 1.851 -0.321 -3.061
C -0.005 -0.130 -1.300
S -0.631 1.573 -1.768
In -0.227 3.225 0.127
C 0.381 1.979 1.916
C 1.127 2.801 3.123
O 1.035 2.269 4.372
I 2.297 4.640 2.931
O -2.078 4.236 0.366
C -2.425 4.675 -1.026
N -2.660 5.132 -2.237
C 1.353 4.660 -0.629
O 1.392 5.937 -0.219
N 2.368 4.123 -1.632
C 3.725 4.775 -1.478
O 4.756 3.950 -1.166
F 4.022 6.217 -1.663
O 0.657 -3.564 -0.883
C 2.001 -3.687 -0.301
O 2.079 -3.561 1.053
C 3.410 -3.903 -1.107
S 4.183 -2.221 -1.406
H -1.050 -4.757 -3.777
H -1.697 -3.770 -2.239
H -1.253 -5.684 -2.055
H 1.208 -5.179 -2.327
H 0.814 -3.781 -4.418
H 2.131 -2.896 -3.386
H 0.760 -0.110 -0.386
H -0.954 -0.742 -0.916
H 1.051 1.038 1.638
H -0.620 1.529 2.380
H 2.455 3.084 -1.514
H 4.172 -4.544 -0.449
H 3.323 -4.461 -2.132
H 3.633 -1.268 -0.516
C 0.474 -8.660 -2.715
Cl 1.561 -7.514 -1.910
Cl -1.094 -8.712 -1.893
Cl 0.269 -8.229 -4.421
H 0.923 -9.655 -2.663
C 4.354 5.214 6.957
Cl 3.753 5.753 5.380
Cl 3.006 4.798 8.028
Cl 5.448 3.833 6.767
H 4.914 6.036 7.411
C -5.737 4.038 1.489
Cl -4.346 4.519 0.503
Cl -5.211 3.072 2.878
Cl -6.640 5.464 2.030
H -6.400 3.424 0.874
C -7.880 -0.011 2.223
Cl -7.899 1.690 1.729
Cl -6.217 -0.572 2.461
Cl -8.831 -0.240 3.701
H -8.334 -0.606 1.426
*
```

LUMO: 1.41 eV
E_tot: -224164.690 eV
Maximum force: 11.70 eV Å⁻¹
Molar mass: 1116.62 g/mol


Here is a molecular structure, C16H18Cl2F3NO8PbS in a non-equilibrium geometry from the Open Molecules 2025 dataset. Energies are from ωB97M-V/def2-TZVPD.

Structure (ORCA input):
```
! RIJCOSX wB97M-V def2-TZVPD def2/J DEFGRID3
* xyz 0 1
Pb 0.817 -1.010 -1.293
O -4.024 -3.930 1.511
C -3.000 -3.205 1.031
C -3.192 -1.983 0.378
C -2.084 -1.314 -0.087
N -0.874 -1.811 0.099
C -0.662 -2.964 0.705
C -1.708 -3.705 1.205
C 0.797 -3.430 0.802
O 1.024 -4.352 1.555
O 1.604 -2.758 0.062
C -2.166 0.018 -0.824
O -3.207 0.642 -0.747
O -1.080 0.351 -1.424
H -4.866 -3.504 1.316
H -4.173 -1.552 0.226
H -1.521 -4.642 1.708
F 2.034 0.208 -3.946
C 2.498 0.218 -2.730
F 2.593 1.440 -2.267
F 3.645 -0.407 -2.649
Cl -1.615 -5.019 -3.482
C -1.116 -3.650 -4.479
Cl -2.485 -2.587 -4.846
C -0.039 -2.789 -3.748
O 0.951 -2.492 -4.388
O -0.373 -2.490 -2.550
H -0.701 -4.016 -5.409
C 3.177 3.355 3.752
C 2.439 2.810 2.529
C 1.660 1.560 2.898
S 0.555 0.839 1.656
O 1.461 0.481 0.482
C -0.393 2.318 1.132
C 0.168 2.982 -0.116
C -0.843 3.974 -0.688
H 3.729 4.255 3.486
H 3.884 2.624 4.147
H 2.471 3.611 4.544
H 3.152 2.570 1.739
H 1.771 3.587 2.155
H 1.000 1.734 3.753
H 2.340 0.743 3.147
H -0.434 2.990 1.992
H -1.403 1.954 0.933
H 0.360 2.216 -0.862
H 1.115 3.479 0.098
H -1.759 3.449 -0.961
H -0.438 4.449 -1.580
H -1.088 4.756 0.034
*
```

LUMO: -2.55 eV
E_tot: -84034.334 eV
Maximum force: 1.36 eV Å⁻¹
ΔE to the lowest compared entry with this formula, charge and spin: 59.44 kJ/mol
Molar mass: 719.49 g/mol


Here is a molecular structure, C16H18ClCuN2S2 from the Open Molecules 2025 dataset. Energies are from ωB97M-V/def2-TZVPD.

Structure (ORCA input):
```
! RIJCOSX wB97M-V def2-TZVPD def2/J DEFGRID3
* xyz -1 2
Cu 0.146 -1.742 -1.270
C -3.039 -0.021 -0.907
N -1.801 -0.056 -0.141
C -1.113 1.213 -0.126
C -0.370 1.411 -1.446
N 0.721 0.439 -1.632
C 1.152 0.460 -3.041
C 1.846 0.745 -0.756
C 2.513 1.958 -0.894
C 3.589 2.292 -0.091
C 4.021 1.378 0.864
C 3.370 0.172 1.014
C 2.260 -0.173 0.221
S 1.454 -1.680 0.522
C -1.891 -0.795 1.060
C -1.914 -0.190 2.309
C -1.962 -0.946 3.473
C -1.997 -2.327 3.393
C -1.956 -2.948 2.153
C -1.879 -2.207 0.976
S -1.644 -3.027 -0.564
H -3.738 0.728 -0.498
H -3.506 -1.000 -0.890
H -2.841 0.231 -1.950
H -0.386 1.226 0.688
H -1.813 2.052 0.018
H 0.023 2.433 -1.492
H -1.065 1.291 -2.278
H 1.438 1.470 -3.368
H 0.340 0.099 -3.670
H 1.991 -0.214 -3.172
H 2.190 2.661 -1.655
H 4.075 3.253 -0.203
H 4.875 1.618 1.488
H 3.696 -0.545 1.757
H -1.893 0.892 2.386
H -1.964 -0.451 4.437
H -2.018 -2.926 4.296
H -1.932 -4.027 2.077
Cl 1.025 -2.746 -3.089
*
```

LUMO (spin up / spin down): 2.93 / 2.19 eV
E_tot: -98700.583 eV
Maximum force: 0.49 eV Å⁻¹
<S²>: 0.756
ΔE to the lowest compared entry with this formula, charge and spin: 0.00 kJ/mol
Molar mass: 401.47 g/mol


Here is a single C16H18FN3O3S molecule in a non-equilibrium geometry from the Open Molecules 2025 dataset. Energies are from ωB97M-V/def2-TZVPD.

Structure (ORCA input):
```
! RIJCOSX wB97M-V def2-TZVPD def2/J DEFGRID3
* xyz 0 1
C 0.120 4.454 -1.182
C 1.337 3.924 -0.430
C 2.420 4.995 -0.333
C 0.934 3.461 0.981
C -0.097 2.353 0.940
O -1.243 2.474 1.293
N 0.418 1.182 0.432
C -0.270 -0.009 0.282
C -1.614 -0.320 0.325
C -1.652 -1.733 0.207
N -0.446 -2.244 0.106
N 0.401 -1.198 0.145
C 1.780 -1.424 0.026
C 2.575 -0.632 -0.799
C 3.933 -0.878 -0.893
C 4.475 -1.929 -0.176
F 5.796 -2.165 -0.264
C 3.693 -2.753 0.618
C 2.341 -2.495 0.718
C -2.971 -2.377 0.136
S -4.014 -0.919 -0.329
O -5.271 -0.957 0.365
O -4.052 -0.812 -1.760
C -2.904 0.389 0.350
H 0.402 4.775 -2.183
H -0.647 3.688 -1.269
H -0.308 5.304 -0.656
H 1.745 3.070 -0.984
H 2.721 5.318 -1.326
H 3.298 4.616 0.186
H 2.047 5.861 0.210
H 0.497 4.299 1.524
H 1.817 3.116 1.524
H 1.419 1.127 0.306
H 2.132 0.143 -1.408
H 4.566 -0.277 -1.526
H 4.147 -3.577 1.144
H 1.698 -3.119 1.316
H -3.040 -3.151 -0.622
H -3.338 -2.735 1.094
H -2.946 1.264 -0.288
H -3.259 0.633 1.347
*
```

LUMO: 0.32 eV
E_tot: -41049.471 eV
Maximum force: 1.44 eV Å⁻¹
ΔE to the lowest compared entry with this formula, charge and spin: 14.72 kJ/mol
Molar mass: 351.40 g/mol
Structure (SMILES): CC(C)CC(=O)Nc1c2c(nn1-c1ccc(F)cc1)CS(=O)(=O)C2


Here is a molecular structure, C16H18FN6Pt in a non-equilibrium geometry from the Open Molecules 2025 dataset. Energies are from ωB97M-V/def2-TZVPD.

Structure (ORCA input):
```
! RIJCOSX wB97M-V def2-TZVPD def2/J DEFGRID3
* xyz 1 1
Pt -0.401 -1.212 0.087
N 3.632 -1.641 1.418
C 4.081 -1.622 0.113
C 2.968 -1.574 -0.669
N 1.853 -1.577 0.133
C 2.284 -1.605 1.370
C 1.276 -1.590 2.410
N 0.004 -1.532 2.056
C -0.729 -1.519 3.220
C 0.117 -1.585 4.279
N 1.390 -1.632 3.750
H 4.217 -1.674 2.235
H 5.128 -1.644 -0.127
H 2.895 -1.552 -1.742
H -1.804 -1.486 3.214
H -0.065 -1.607 5.338
H 2.240 -1.678 4.285
C -1.206 4.237 0.487
N 0.029 3.686 -0.071
C 1.109 4.526 -0.593
C 0.162 2.374 -0.140
N 0.272 1.223 -0.202
H -1.139 5.321 0.454
H -1.339 3.929 1.524
H -2.074 3.925 -0.094
H 0.794 5.563 -0.525
H 1.314 4.292 -1.637
H 2.021 4.399 -0.010
F -1.585 -0.666 -5.282
C -1.764 -0.891 -3.976
C -1.601 -2.173 -3.498
C -1.802 -2.395 -2.142
C -2.159 -1.342 -1.279
C -2.368 -1.570 0.149
C -2.293 -0.043 -1.825
C -2.102 0.187 -3.167
H -1.338 -2.972 -4.176
H -1.709 -3.394 -1.737
H -2.581 -2.594 0.446
H -2.960 -0.837 0.692
H -2.564 0.771 -1.165
H -2.204 1.170 -3.604
*
```

LUMO: -2.46 eV
E_tot: -31782.483 eV
Maximum force: 1.16 eV Å⁻¹
ΔE to the lowest compared entry with this formula, charge and spin: 89.32 kJ/mol
Molar mass: 508.44 g/mol